# 1
DFT (ωB97M-V with the def2-TZVPD basis set) results for C59H114BF9HgN6O17PS as an isolated structure at a distorted geometry.

Computed properties:
Total charge   -1
F_max   0.045 Eh/bohr
E_tot   -5740.8958 a.u.
Multiplicity   1
Frontier orbital gap   6.46 eV
Highest occupied orbital energy   -5.8 eV

Atoms and positions in Å:
Hg1 -1.99760 -1.51490 -0.60301
O1 -8.17630 0.23231 -5.52045
C1 -7.00432 0.07040 -5.69059
O2 -6.07532 0.19550 -4.76317
B1 -4.71302 -0.09622 -5.31311
O3 -4.97672 -0.57298 -6.68251
C2 -6.26118 -0.41300 -6.99069
O4 -6.75531 -0.59997 -8.05976
O5 -4.11943 -1.08808 -4.40298
C3 -3.09205 -0.51149 -3.82913
O6 -2.51890 -0.92002 -2.84460
C4 -2.91599 0.92499 -4.34587
O7 -3.81890 1.06916 -5.30487
O8 -2.26349 1.79566 -3.86233
P1 0.29802 0.57301 -0.09602
F1 -0.71180 0.51855 -1.36494
F2 1.43979 0.83812 -1.17283
F3 0.06269 2.14213 0.15492
F4 1.22095 0.48080 1.20631
F5 -1.09060 0.22785 0.75173
F6 0.55921 -1.05004 -0.27175
C5 -6.11381 0.65389 -0.20130
F7 -6.58519 0.72513 -1.44082
F8 -6.86222 1.45914 0.53746
F9 -6.25903 -0.59943 0.26561
S1 -4.31823 1.21699 -0.17752
O9 -4.14874 1.65788 1.19204
O10 -3.55121 0.02606 -0.59750
O11 -4.20787 2.22890 -1.19997
C6 -2.78144 -4.52077 -3.22659
C7 -1.34167 -4.51220 -3.78697
C8 -1.41996 -4.46408 -5.34498
C9 -0.10106 -4.04878 -6.01299
C10 0.39818 -2.72724 -5.44010
C11 0.53282 -2.74823 -3.92058
N1 -0.72149 -3.26183 -3.30020
O12 -0.73950 -3.10655 -1.89003
C12 1.82043 -3.49194 -3.51700
C13 0.68572 -1.26461 -3.52800
C14 -0.62992 -5.82184 -3.39293
H1 -2.89414 -4.25425 -2.17880
H2 -3.27418 -5.46339 -3.46253
H3 -3.29885 -3.73705 -3.78631
H4 -1.57727 -5.49393 -5.67937
H5 -2.25640 -3.87792 -5.72423
H6 -0.22657 -4.01492 -7.09605
H7 0.70844 -4.76773 -5.84891
H8 -0.28303 -1.91346 -5.69131
H9 1.39592 -2.61469 -5.86468
H10 1.75860 -4.58001 -3.63942
H11 2.68283 -3.28995 -4.15729
H12 2.16872 -3.35577 -2.48940
H13 0.98957 -1.16696 -2.49034
H14 1.47505 -0.75529 -4.08845
H15 -0.17801 -0.65468 -3.78667
H16 0.11805 -6.06354 -4.14556
H17 -1.37538 -6.60267 -3.26620
H18 -0.15317 -5.65500 -2.42237
H19 -0.04986 -3.73958 -1.63414
C15 -0.96462 -5.10726 2.71410
C16 -2.26968 -4.76729 1.93166
C17 -3.45288 -5.49985 2.56910
C18 -3.91110 -4.81913 3.86630
C19 -4.27188 -3.37558 3.52713
C20 -3.12052 -2.52911 2.96658
N2 -2.47266 -3.31788 1.89115
O13 -1.32787 -2.67416 1.33037
C21 -3.79852 -1.29326 2.41613
C22 -2.22371 -2.14948 4.15937
C23 -2.21523 -5.32239 0.50025
H20 -0.15768 -4.90158 2.00706
H21 -0.86856 -6.04256 3.26481
H22 -0.78866 -4.41515 3.54416
H23 -4.35214 -5.52111 1.95143
H24 -3.16763 -6.50673 2.87559
H25 -3.14168 -4.80942 4.64083
H26 -4.82955 -5.31958 4.17631
H27 -4.65044 -2.96482 4.46572
H28 -5.12527 -3.41149 2.84421
H29 -4.35640 -0.88665 3.26139
H30 -3.07361 -0.53639 2.10949
H31 -4.49116 -1.50112 1.60341
H32 -2.89269 -1.78353 4.94201
H33 -1.78363 -2.98319 4.70844
H34 -1.51904 -1.37418 3.85963
H35 -3.10881 -5.16306 -0.10408
H36 -2.16245 -6.41482 0.46714
H37 -1.30975 -4.93028 0.03196
H38 -0.67719 -2.80456 2.04554
C24 3.51555 1.04219 -3.56328
C25 4.81957 1.85633 -3.38765
C26 5.14790 1.92756 -1.89260
C27 5.76508 0.61119 -1.34539
C28 6.91270 0.13782 -2.29614
C29 6.61730 0.10079 -3.82144
N3 5.96937 1.36720 -4.19097
O14 5.59695 1.36511 -5.55751
C30 8.04077 0.11519 -4.43772
C31 5.77602 -1.13781 -4.24799
C32 4.54517 3.30682 -3.82743
H39 2.62938 1.68527 -3.59466
H40 3.21652 0.43131 -2.70878
H41 3.40431 0.48723 -4.49493
H42 5.69114 2.80241 -1.54074
H43 4.19339 1.89851 -1.35810
H44 4.97733 -0.13648 -1.26788
H45 6.18985 0.84523 -0.36981
H46 7.09645 -0.86892 -1.90985
H47 7.78670 0.74477 -2.06243
H48 8.75279 -0.60900 -4.04811
H49 7.92266 -0.11606 -5.50466
H50 8.46381 1.12065 -4.46311
H51 6.17501 -2.15189 -4.21924
H52 4.97349 -1.15340 -3.50611
H53 5.39874 -0.92252 -5.24557
H54 4.50244 3.50617 -4.89553
H55 5.18914 3.94135 -3.21557
H56 3.56277 3.65771 -3.49333
H57 6.37003 1.75332 -5.98104
C33 4.43608 -1.66676 1.24432
C34 3.79624 -3.00179 1.75031
C35 4.93190 -3.70757 2.50689
C36 5.27575 -3.05187 3.86981
C37 3.97330 -2.88833 4.67593
C38 2.75711 -2.26783 3.99009
N4 2.63827 -2.86988 2.62975
O15 1.43022 -2.52853 1.97692
C39 1.53501 -2.73898 4.77998
C40 2.91115 -0.75904 3.85246
C41 3.41099 -3.92962 0.58805
H58 3.69618 -0.87905 1.06309
H59 4.91018 -1.91269 0.29507
H60 5.08910 -1.17043 1.95823
H61 4.61534 -4.71488 2.79615
H62 5.83897 -3.79859 1.90856
H63 5.76951 -2.09087 3.70994
H64 6.01584 -3.63641 4.41622
H65 4.24064 -2.18324 5.47191
H66 3.68084 -3.80133 5.19371
H67 1.51507 -3.82822 4.87840
H68 1.47143 -2.43971 5.82803
H69 0.63814 -2.48580 4.21790
H70 3.92515 -0.41334 3.64457
H71 2.33582 -0.30707 3.04271
H72 2.59903 -0.24209 4.76530
H73 4.31460 -4.17694 0.03505
H74 2.55358 -3.61258 -0.00737
H75 2.98345 -4.83328 1.03384
H76 1.68340 -1.69075 1.55077
C42 -1.38548 5.92961 0.64807
C43 -2.36153 5.76548 -0.51002
C44 -2.88265 7.14060 -0.97108
C45 -1.91184 7.93234 -1.81339
C46 -1.31120 7.11502 -2.95334
C47 -0.74016 5.75765 -2.47485
N5 -1.77904 5.06799 -1.68444
O16 -1.40062 3.76359 -1.33844
C48 -0.43860 4.86338 -3.70458
C49 0.63330 5.97766 -1.80632
C50 -3.60033 5.01097 0.00022
H77 -1.95796 6.12795 1.55807
H78 -0.65224 6.73611 0.59156
H79 -0.82092 5.00821 0.81860
H80 -3.78660 6.90366 -1.54482
H81 -3.31847 7.68901 -0.13215
H82 -1.12216 8.33315 -1.16726
H83 -2.43630 8.84467 -2.11359
H84 -0.46557 7.62574 -3.42766
H85 -1.98260 7.00830 -3.80806
H86 0.12800 3.99511 -3.36389
H87 -1.31825 4.42923 -4.18159
H88 0.10198 5.43482 -4.46132
H89 0.66483 6.90150 -1.22782
H90 0.94084 5.09149 -1.24981
H91 1.35584 6.12119 -2.61278
H92 -3.32647 4.13861 0.60109
H93 -4.35127 4.59018 -0.66287
H94 -4.08704 5.67496 0.72288
H95 -0.70051 3.88873 -0.67938
C51 -2.25234 3.88462 4.07413
C52 -2.00024 2.54484 4.79949
C53 -0.85414 1.82335 4.06438
C54 0.46931 2.43066 4.47068
C55 0.60953 2.42283 5.96986
C56 -0.48880 3.18680 6.73731
N6 -1.76157 2.66245 6.24217
O17 -2.87508 3.29138 6.83078
C57 -0.39466 2.80734 8.21924
C58 -0.33961 4.70577 6.54719
C59 -3.25908 1.66486 4.56080
H96 -2.98145 3.74288 3.27345
H97 -1.33095 4.28637 3.65171
H98 -2.74811 4.65710 4.66426
H99 -0.64635 0.81666 4.45335
H100 -1.01633 1.78821 2.98846
H101 0.50856 3.45140 4.07100
H102 1.32202 1.93112 4.00385
H103 1.56719 2.92790 6.14339
H104 0.74808 1.42583 6.39762
H105 0.62531 2.83375 8.60425
H106 -1.06814 3.41207 8.82660
H107 -0.72927 1.77265 8.33067
H108 -1.32286 5.16931 6.48001
H109 0.10043 5.19904 7.42345
H110 0.35875 5.05460 5.78521
H111 -4.13628 1.94323 5.14939
H112 -2.99533 0.70204 5.02098
H113 -3.58510 1.43910 3.54820
H114 -3.37595 2.59840 7.27093

Atoms 1-2, force components in eV/Å:
Hg -0.35 0.36 -0.66
O -0.10 0.01 -0.44

***

# 2
DFT (ωB97M-V with the def2-TZVPD basis set) results for a 10-piece molecular cluster, C59H129N2O17P3 overall at a distorted geometry.

Computed properties:
F_max   0.083 Eh/bohr
E_tot   -4737.9300 a.u.
Multiplicity   1
Frontier orbital gap   4.49 eV
Highest occupied orbital energy   -5.5 eV

Atoms and positions in Å:
C1 1.65753 4.81224 -0.15488
C2 0.99954 5.16539 1.15098
O1 -0.18154 5.10813 1.27122
N1 1.82834 5.89034 2.18650
H1 2.69901 6.15264 1.72350
H2 1.40820 6.71906 2.60650
C3 2.02311 5.01098 3.44542
H3 1.86834 5.68762 -0.77741
H4 0.87684 4.20305 -0.59676
H5 2.66980 4.42142 -0.03472
H6 1.18634 5.06143 4.13598
H7 2.82613 5.40254 4.08078
H8 2.52247 4.10001 3.12203
C4 -0.60181 1.18772 2.01827
C5 0.58450 1.38320 1.12113
O2 0.49443 1.98611 0.09594
N2 1.85432 0.83932 1.69807
H9 1.69423 0.56556 2.67351
H10 2.11392 -0.08373 1.30758
C6 2.95000 1.90268 1.64773
H11 -1.43133 0.76623 1.45107
H12 -0.96334 2.18554 2.28747
H13 -0.46571 0.63590 2.94463
H14 2.58197 2.69499 2.29578
H15 2.99017 2.33010 0.64515
H16 3.91977 1.50277 1.91707
C7 0.99091 1.00710 -2.79546
C8 1.67864 0.00328 -3.70051
C9 2.58386 -0.97541 -2.94833
C10 3.57377 -0.21263 -2.05896
P1 4.90726 -1.23001 -1.40295
C11 6.37731 -0.91036 -2.43009
C12 6.17848 -1.01614 -3.95685
C13 7.24830 -0.14483 -4.64083
C14 7.03249 1.37829 -4.61190
C15 4.55455 -2.97020 -1.67871
C16 5.71664 -3.93888 -1.44783
C17 5.32728 -5.38743 -1.70641
C18 4.31434 -5.99030 -0.72776
C19 5.27175 -0.84900 0.35902
C20 6.75284 -0.99364 0.81065
C21 6.84433 -1.42871 2.26758
C22 6.30547 -0.42033 3.26376
H17 -0.01214 1.33240 -3.09395
H18 1.46729 1.98499 -2.68744
H19 0.84984 0.59772 -1.79240
H20 2.21188 0.44860 -4.54397
H21 0.81127 -0.57240 -4.03920
H22 3.01536 -1.69179 -3.64463
H23 1.80173 -1.48888 -2.38100
H24 3.00680 0.23306 -1.24400
H25 3.98115 0.57917 -2.68970
H26 7.22787 -1.41725 -1.97706
H27 6.58290 0.15540 -2.26428
H28 5.19080 -0.75850 -4.34004
H29 6.35008 -2.07377 -4.17819
H30 7.15447 -0.31671 -5.71583
H31 8.22907 -0.35674 -4.21891
H32 7.44719 1.88717 -3.74086
H33 6.02324 1.76417 -4.77319
H34 7.55509 1.85182 -5.44872
H35 4.22110 -3.04278 -2.71411
H36 3.72794 -3.21406 -1.00459
H37 6.07351 -3.89433 -0.41762
H38 6.46570 -3.65481 -2.18933
H39 6.20201 -6.04142 -1.77834
H40 4.93024 -5.55117 -2.71529
H41 3.42370 -5.35835 -0.80148
H42 4.56846 -5.83106 0.32284
H43 4.08128 -7.02943 -0.94243
H44 4.61374 -1.42401 1.01702
H45 4.92505 0.17347 0.51626
H46 7.20543 -0.02790 0.57889
H47 7.30862 -1.70917 0.19678
H48 7.88984 -1.63344 2.51692
H49 6.37242 -2.40228 2.43028
H50 6.71924 0.58850 3.28260
H51 6.57331 -0.82513 4.24461
H52 5.21426 -0.36983 3.28730
C23 -0.51931 -1.02861 6.96717
C24 -0.97021 -2.31742 7.65022
C25 -2.19558 -2.96167 7.02044
C26 -1.83606 -3.80389 5.77250
P2 -3.40709 -4.15901 4.81742
C27 -2.98093 -5.28108 3.50367
C28 -1.77956 -4.84285 2.63278
C29 -1.46503 -5.92130 1.58758
C30 -2.59780 -6.22691 0.61913
C31 -4.58041 -5.02657 5.92136
C32 -4.02187 -6.19246 6.65612
C33 -5.10555 -6.94079 7.45191
C34 -4.54323 -7.84894 8.54793
C35 -4.19107 -2.64614 4.12673
C36 -3.21854 -1.62076 3.54315
C37 -3.78520 -0.23273 3.29720
C38 -4.15372 0.55360 4.55488
H53 -0.42641 -1.06958 5.87924
H54 0.44421 -0.63508 7.29225
H55 -1.20741 -0.22763 7.25112
H56 -1.08030 -2.10287 8.71519
H57 -0.09958 -2.98205 7.67438
H58 -3.07869 -2.32972 6.90611
H59 -2.53012 -3.67320 7.78545
H60 -1.37108 -4.74960 6.04595
H61 -1.24823 -3.27303 5.02186
H62 -3.86009 -5.47769 2.88789
H63 -2.76741 -6.23949 3.98570
H64 -0.92611 -4.72763 3.30035
H65 -1.96655 -3.88662 2.14215
H66 -1.21869 -6.82098 2.16012
H67 -0.53329 -5.63772 1.09922
H68 -2.46027 -7.13216 0.02884
H69 -2.76761 -5.38971 -0.06396
H70 -3.58956 -6.35130 1.06077
H71 -5.47752 -5.32138 5.36597
H72 -4.92676 -4.19152 6.53958
H73 -3.27810 -5.79660 7.35526
H74 -3.47678 -6.89145 6.01706
H75 -5.77451 -7.48090 6.77952
H76 -5.70651 -6.15098 7.91115
H77 -5.29593 -8.53082 8.94382
H78 -4.25369 -7.26626 9.42330
H79 -3.69212 -8.40755 8.15921
H80 -4.83223 -2.22751 4.90701
H81 -4.91678 -2.95080 3.36715
H82 -2.74028 -1.96345 2.62327
H83 -2.36846 -1.40502 4.19854
H84 -4.58552 -0.15771 2.55392
H85 -2.99858 0.38935 2.86603
H86 -3.27765 0.71271 5.18437
H87 -4.93037 0.08138 5.16565
H88 -4.60210 1.50487 4.27116
C39 -3.18047 2.05135 -0.43298
C40 -3.25162 3.16046 -1.50383
C41 -3.51704 2.55324 -2.87825
C42 -3.97792 3.62261 -3.85073
P3 -4.15525 3.03743 -5.56148
C43 -5.65886 2.06328 -5.89328
C44 -6.54611 1.62849 -4.70714
C45 -7.67821 0.67841 -5.07505
C46 -7.19575 -0.77320 -5.25916
C47 -3.93434 4.39897 -6.75100
C48 -4.27250 4.03876 -8.21602
C49 -4.60289 5.27562 -9.09497
C50 -3.39156 6.14723 -9.42686
C51 -2.80778 1.84825 -5.84357
C52 -1.37192 2.37941 -5.68220
C53 -0.62187 2.51363 -6.99217
C54 0.85575 2.88474 -6.70983
H89 -2.38632 1.35348 -0.69401
H90 -4.14860 1.55177 -0.49483
H91 -3.03184 2.53773 0.52802
H92 -2.32455 3.73522 -1.46096
H93 -4.03381 3.87215 -1.22797
H94 -4.21100 1.71118 -2.91412
H95 -2.58470 2.13514 -3.26656
H96 -3.17994 4.35608 -4.02263
H97 -4.83078 4.20146 -3.49370
H98 -5.38372 1.17183 -6.45640
H99 -6.33162 2.71682 -6.45340
H100 -6.98927 2.49088 -4.20108
H101 -6.00253 1.17733 -3.87215
H102 -8.20388 0.96191 -5.99058
H103 -8.43639 0.70287 -4.29190
H104 -6.23514 -0.75111 -5.76951
H105 -7.93479 -1.35837 -5.80879
H106 -7.23301 -1.28748 -4.29789
H107 -2.92503 4.81030 -6.68676
H108 -4.56461 5.23265 -6.42533
H109 -5.07865 3.30587 -8.27944
H110 -3.42292 3.47974 -8.61855
H111 -5.44127 5.77826 -8.60591
H112 -5.06487 4.89706 -10.00824
H113 -2.81191 6.46434 -8.55453
H114 -3.48488 7.05754 -10.01493
H115 -2.69030 5.48545 -9.94297
H116 -2.94031 1.60716 -6.90511
H117 -3.03614 0.91999 -5.31903
H118 -0.86138 1.66609 -5.03326
H119 -1.40050 3.32031 -5.12610
H120 -1.02569 3.36983 -7.54133
H121 -0.74869 1.64199 -7.63353
H122 0.97846 3.94413 -6.48207
H123 1.50085 2.64766 -7.55693
H124 1.34991 2.37236 -5.88095
O3 2.19747 1.00770 6.60739
C55 2.07526 1.06247 5.25016
O4 2.76633 0.34418 4.48961
O5 1.08667 1.68152 4.75211
H125 1.26282 1.33783 6.59586
O6 4.78237 4.42832 3.59765
C56 6.16051 4.42104 3.47958
O7 6.59820 4.59108 2.31429
O8 6.81447 4.08518 4.48637
H126 4.55392 4.69204 2.69566
O9 3.56906 3.06844 -1.72701
C57 4.94854 3.04114 -1.66171
O10 5.50262 3.87584 -2.45329
O11 5.58254 2.30696 -0.89511
H127 3.69627 3.65195 -2.52054
O12 -1.44919 3.30885 4.72925
C58 -2.06053 3.21331 5.94421
O13 -3.20587 3.70278 6.09875
O14 -1.43415 2.59983 6.85327
H128 -0.58491 2.91115 4.94562
O15 0.70386 -3.63348 0.28991
C59 0.94743 -2.36564 0.72189
O16 0.07269 -1.89420 1.50201
O17 2.05861 -1.82140 0.50284
H129 -0.18766 -3.61126 0.69438

Atoms 1-2, force components in eV/Å:
C 0.60 0.32 0.99
C -1.19 1.52 -1.61

***

> What is the formula in the second record?

C59H129N2O17P3

***

> Which value of E_tot does entry 2 give?

-4737.9300 a.u.

***

> What is the formula in the second record?

C59H129N2O17P3

***

> Which of these has the lowest F_max?

C59H114BF9HgN6O17PS